{
  "formula": "C2H3NS",
  "method": "ωB97M-V/def2-TZVPD",
  "symbols": ["C", "C", "H", "H", "N", "S", "H"],
  "xyz": [[0.72558, 0.01301, -0.97054], [0.69519, 1.18412, -0.66021], [0.38886, -0.98564, -0.98488], [0.82031, 2.12102, -0.30825], [-0.63612, -1.15424, 0.72142], [-2.06360, -0.58266, 1.03623], [0.06978, -0.59561, 1.16623]],
  "atomic_forces_ev_per_a": [[-0.3, 2.1, 0.2], [0.4, -3.5, -1.1], [0.4, -0.7, -0.7], [0.2, 2.5, 0.7], [-1.9, -0.6, 0.5], [0.6, -0.4, -0.1], [0.5, 0.5, 0.5]],
  "total_energy_ha": -530.777543,
  "max_force_ev_per_a": 3.74,
  "de_lowest_ev": 4.276,
  "lumo_ev": -1.39,
  "charge": 0,
  "smiles": "C#C.N=S"
}

***

{
  "formula": "C2H3NS2",
  "method": "ωB97M-V/def2-TZVPD",
  "symbols": ["N", "C", "S", "H", "C", "S", "H", "H"],
  "xyz": [[2.26113, 0.94878, 0.64746], [3.17461, 0.35428, 0.12652], [4.19165, -0.70192, -0.26225], [2.19762, 1.89774, 0.82010], [0.29479, -0.93169, -0.46011], [0.02361, -2.24164, 0.40425], [0.70514, -0.07915, -0.00098], [0.11406, -0.87765, -1.58460]],
  "atomic_forces_ev_per_a": [[0.6, -1.1, -0.7], [-1.6, 0.8, 1.7], [1.7, -1.4, -1.2], [-0.2, 2.1, 0.4], [-0.7, -0.9, -2.0], [-0.1, -0.4, 0.1], [0.1, 0.9, 0.3], [0.2, -0.1, 1.5]],
  "total_energy_ha": -929.069513,
  "max_force_ev_per_a": 2.52,
  "de_lowest_ev": 1.301,
  "lumo_ev": -0.10,
  "charge": 0,
  "smiles": "N=C=S.C=S"
}

***

{
  "formula": "C2H3NS2",
  "method": "ωB97M-V/def2-TZVPD",
  "symbols": ["C", "C", "H", "H", "H", "N", "S", "S"],
  "xyz": [[-0.01059, 1.11951, -0.10422], [-0.88763, -0.12093, 0.17045], [3.36452, -0.03591, 0.34232], [-0.11174, 2.19420, 0.06351], [-0.32422, -1.02334, 1.01445], [1.30653, 0.85567, 0.10156], [2.09025, -0.56081, -0.09766], [-2.50806, -0.25895, -0.06038]],
  "atomic_forces_ev_per_a": [[4.2, -3.8, 2.5], [-0.4, -0.4, 2.1], [-1.8, -0.8, -0.7], [-1.3, -0.4, -0.3], [-1.3, 2.8, -3.0], [-2.6, 2.1, -1.5], [1.5, 0.3, 1.0], [1.7, 0.1, 0.0]],
  "total_energy_ha": -929.005512,
  "max_force_ev_per_a": 6.18,
  "de_lowest_ev": 3.042,
  "lumo_ev": -1.21,
  "charge": 0
}

***

{
  "formula": "C2H3NS2",
  "method": "ωB97M-V/def2-TZVPD",
  "symbols": ["S", "C", "N", "C", "S", "H", "H", "H"],
  "xyz": [[3.65595, 0.09460, -0.30771], [2.49033, 0.39133, 0.85038], [1.21675, 0.66383, 0.61775], [0.26498, 0.14294, 0.01684], [-1.18039, 1.07281, -0.17865], [2.78870, 0.34180, 1.89565], [0.13476, -0.84454, -0.38146], [-1.90257, 0.04012, -0.58718]],
  "atomic_forces_ev_per_a": [[-1.0, 0.4, 0.9], [1.9, -1.2, -1.1], [0.3, 0.7, 0.5], [-1.0, 0.4, 0.0], [-0.4, 0.6, 0.0], [-0.2, 0.2, 0.1], [0.8, -0.8, 0.0], [-0.3, -0.2, -0.2]],
  "total_energy_ha": -929.087921,
  "max_force_ev_per_a": 2.50,
  "de_lowest_ev": 0.800,
  "lumo_ev": -0.28,
  "charge": 0,
  "smiles": "S=C/N=C/S"
}

***

{
  "formula": "C2H3NS4",
  "method": "ωB97M-V/def2-TZVPD",
  "symbols": ["C", "C", "N", "S", "S", "S", "S", "H", "H", "H"],
  "xyz": [[-0.59971, 0.01471, -0.97468], [0.49312, -0.37257, -0.23147], [-1.56650, 0.85086, -0.64795], [-1.30608, -0.13044, 2.08032], [-2.12945, 1.08682, 0.81526], [1.42702, -1.73865, -0.83340], [1.27775, 0.54860, 1.02183], [-0.69529, -0.43586, -1.95808], [2.53370, -1.49072, -0.12675], [0.56546, 1.66725, 0.85491]],
  "atomic_forces_ev_per_a": [[0.5, -0.9, 0.1], [1.0, 0.5, -0.2], [-0.9, 1.2, 0.4], [-1.0, 0.5, 0.4], [0.7, -0.9, 0.0], [-0.2, -0.1, 0.0], [-0.2, -0.4, -0.6], [0.1, 0.0, -0.1], [0.1, 0.0, 0.0], [-0.1, 0.1, 0.0]],
  "total_energy_ha": -1725.445522,
  "max_force_ev_per_a": 1.54,
  "de_lowest_ev": 1.129,
  "lumo_ev": -1.40,
  "charge": 0
}

***

{
  "formula": "C2H3O2",
  "method": "ωB97M-V/def2-TZVPD",
  "symbols": ["C", "C", "O", "O", "H", "H", "H"],
  "xyz": [[-0.66442, -0.40251, 0.23436], [0.37241, 0.69729, -0.15390], [1.45246, 0.05306, 0.42061], [0.57030, -0.62891, -0.44628], [-0.65022, -0.76612, 1.21505], [-1.45208, -0.56698, -0.38129], [0.37157, 1.61419, -0.88854]],
  "atomic_forces_ev_per_a": [[2.3, 3.3, 1.7], [-2.3, 2.6, 0.1], [0.8, 1.4, 1.5], [1.3, -4.3, -4.1], [0.0, -0.4, 1.4], [-2.3, -0.4, -2.0], [0.3, -2.1, 1.4]],
  "total_energy_ha": -227.937337,
  "max_force_ev_per_a": 6.11,
  "de_lowest_ev": 5.411,
  "lumo_ev": -5.58,
  "charge": 1
}

***

{
  "formula": "C2H3O2",
  "method": "ωB97M-V/def2-TZVPD",
  "symbols": ["C", "C", "O", "O", "H", "H", "H"],
  "xyz": [[-0.62722, 0.37832, -0.26974], [0.27673, -0.74589, 0.19285], [1.42641, -0.34235, -0.47786], [0.63957, 0.60713, 0.30355], [-0.71786, 0.73394, -1.43163], [-1.38716, 0.56778, 0.49185], [0.38953, -1.19893, 1.19096]],
  "atomic_forces_ev_per_a": [[-1.5, -1.1, -3.4], [-0.2, -0.4, 0.4], [-0.4, -0.8, -0.6], [2.4, 3.8, 1.7], [0.2, -1.2, 3.1], [-0.1, 0.4, -0.4], [-0.5, -0.8, -0.8]],
  "total_energy_ha": -227.937345,
  "max_force_ev_per_a": 4.81,
  "de_lowest_ev": 5.411,
  "lumo_ev": -6.29,
  "charge": 1
}

***

{
  "formula": "C2H3O2",
  "method": "ωB97M-V/def2-TZVPD",
  "symbols": ["C", "C", "O", "O", "H", "H", "H"],
  "xyz": [[-0.14395, -0.40534, -0.09154], [0.93227, 0.41498, 0.05604], [3.21586, 0.10902, -0.06502], [2.06011, -0.32595, 0.08047], [-1.11129, -0.13676, 0.01412], [0.06170, -1.44904, -0.02308], [0.77062, 1.56567, 0.08717]],
  "atomic_forces_ev_per_a": [[3.6, -1.1, 1.4], [-1.8, 2.4, -0.4], [-1.4, 0.3, 0.5], [1.2, -0.2, -0.7], [-3.0, 1.4, -0.3], [0.0, -0.8, -0.4], [1.5, -2.0, -0.1]],
  "total_energy_ha": -227.925019,
  "max_force_ev_per_a": 3.99,
  "de_lowest_ev": 5.747,
  "lumo_ev": [-9.80, -9.78],
  "charge": 1
}